1.
Formula: C4H14N2O2
Source: the OMol25 dataset
Level of theory: wB97M-V/def2-TZVPD

Element x y z (Å)
1 C -0.95843 0.32149 -1.83050
2 C 0.53829 0.50710 -1.66948
3 C 1.02840 0.77333 -0.21314
4 N 0.08146 0.21372 0.73966
5 C -0.75982 0.93328 1.34715
6 N -0.87130 2.35896 1.30554
7 H -1.38776 -0.52297 -1.32102
8 H -1.53900 1.20685 -1.54755
9 H -1.11426 0.21689 -2.91057
10 H 1.10869 -0.34483 -2.01613
11 H 0.82614 1.40696 -2.22064
12 H 1.25053 1.81103 0.05425
13 H 2.01136 0.30411 -0.11719
14 H -1.58655 0.47823 1.88598
15 H 0.02205 2.80190 1.15738
16 H -1.53879 2.60352 0.58485
17 O 1.09581 -2.07840 2.22027
18 H 1.03418 -1.31529 2.79372
19 H 0.68313 -1.85900 1.37842
20 O -0.08752 -2.33316 -1.54855
21 H -0.50244 -2.67275 -0.75146
22 H -0.55110 -2.62514 -2.33478

Cartesian forces (eV/Å) of the 3 atoms listed first:
-0.203 0.692 -0.863
0.286 1.046 1.107
0.143 0.013 0.533

The value obtained for the max |F| is 1.55 eV Å⁻¹. As for the spin multiplicity: 1. The energy relative to the best compared isomer or geometry (same formula, charge and spin) is 1.415 eV. Its net charge is 0. The SMILES is CCC/N=C\N.O.O. The calculation puts the calculated total energy at -11449.2754 eV.

---

2.
Formula: C40H43AlN3O4P2S
Source: the OMol25 dataset
Level of theory: wB97M-V/def2-TZVPD

Element x y z (Å)
1 Al 13.18348 -12.69659 -9.15425
2 O 11.49441 -13.00140 -9.75424
3 P 10.25799 -12.47443 -10.58353
4 C 10.83256 -11.11201 -11.68254
5 P 11.91910 -10.04014 -10.69543
6 O 13.02179 -10.92036 -10.03869
7 C 12.71284 -8.87552 -11.74657
8 C 12.75640 -7.48257 -11.48305
9 C 13.50017 -6.63132 -12.30752
10 C 14.22486 -7.11611 -13.41339
11 C 14.17120 -8.49131 -13.67118
12 C 13.44054 -9.36403 -12.86544
13 C 10.88741 -9.29682 -9.46947
14 C 9.96565 -8.26304 -9.75215
15 C 9.12624 -7.79655 -8.72335
16 C 9.13469 -8.36213 -7.44188
17 C 10.02150 -9.40382 -7.17932
18 C 10.88958 -9.87583 -8.17344
19 C 9.72194 -13.76988 -11.64869
20 C 8.41091 -13.76062 -12.17915
21 C 8.03702 -14.72047 -13.12259
22 C 8.92658 -15.71870 -13.53145
23 C 10.21852 -15.75149 -12.98024
24 C 10.62528 -14.78448 -12.05308
25 C 8.90549 -11.86813 -9.60773
26 C 8.77521 -12.24316 -8.24725
27 C 7.69485 -11.78697 -7.47426
28 C 6.74346 -10.92233 -8.02411
29 C 6.87744 -10.53310 -9.36183
30 C 7.94807 -10.98556 -10.15359
31 H 9.97709 -10.54976 -12.12369
32 H 11.40121 -11.54144 -12.53615
33 H 12.21641 -7.03893 -10.63335
34 H 13.50829 -5.56183 -12.05826
35 H 14.79226 -6.43037 -14.06189
36 H 14.72574 -8.91141 -14.52316
37 H 13.44665 -10.44388 -13.08743
38 H 9.89244 -7.81764 -10.75669
39 H 8.41576 -7.00258 -8.97623
40 H 8.45797 -7.98802 -6.65828
41 H 10.02577 -9.90884 -6.20141
42 H 11.53315 -10.72984 -7.94905
43 H 7.65605 -13.02199 -11.85765
44 H 7.01281 -14.68892 -13.51368
45 H 8.62097 -16.44832 -14.29386
46 H 10.92909 -16.52501 -13.28295
47 H 11.62769 -14.80882 -11.61788
48 H 9.58072 -12.86674 -7.78293
49 H 7.63421 -12.07837 -6.41503
50 H 5.90538 -10.54922 -7.43045
51 H 6.15214 -9.83339 -9.80462
52 H 8.02329 -10.63259 -11.19522
53 C 11.49817 -17.98756 -10.19392
54 C 10.99186 -17.97372 -8.75729
55 N 10.61609 -16.60799 -8.31056
56 C 9.21804 -16.19057 -8.40260
57 C 8.39537 -16.65738 -7.20284
58 C 11.57904 -15.77279 -7.85889
59 S 11.26442 -14.25872 -7.09927
60 N 12.84986 -16.28472 -7.93993
61 C 13.82461 -15.54725 -8.40093
62 O 13.74439 -14.44459 -9.04964
63 C 15.18380 -16.14499 -8.28207
64 C 15.38760 -17.53395 -8.39137
65 C 16.66613 -18.07058 -8.23826
66 C 17.75890 -17.22541 -7.97040
67 C 17.53937 -15.85010 -7.83323
68 C 16.27873 -15.31168 -8.02153
69 H 11.69921 -19.03859 -10.46838
70 H 12.43459 -17.41338 -10.28275
71 H 10.75046 -17.58280 -10.91011
72 H 11.75345 -18.36203 -8.05582
73 H 10.07801 -18.57033 -8.60994
74 H 8.82856 -16.62405 -9.33967
75 H 9.22575 -15.09664 -8.49895
76 H 8.35381 -17.77047 -7.15674
77 H 7.35705 -16.28652 -7.28288
78 H 8.82616 -16.26188 -6.26303
79 H 14.52359 -18.18499 -8.56021
80 H 16.79579 -19.15235 -8.36320
81 H 18.75855 -17.64003 -7.81887
82 H 18.36410 -15.16426 -7.62517
83 H 16.11365 -14.24559 -7.84813
84 N 17.08278 -12.00673 -9.49941
85 C 15.76962 -12.06463 -9.18957
86 O 14.89244 -12.48350 -10.00583
87 C 15.40313 -11.61305 -7.77417
88 C 13.94577 -11.84904 -7.44198
89 H 17.38099 -12.31712 -10.42091
90 H 17.78797 -11.69829 -8.83759
91 H 15.67010 -10.53040 -7.72155
92 H 16.08970 -12.14245 -7.07622
93 H 13.32202 -10.95611 -7.31350
94 H 13.71087 -12.61924 -6.67430

Cartesian forces (eV/Å) of the 3 atoms listed first:
0.802 0.218 1.035
-2.350 0.831 -1.744
2.415 -0.666 0.887

The value obtained for the max |F| is 3.04 eV Å⁻¹. As for the spin multiplicity: 1. The energy relative to the best compared isomer or geometry (same formula, charge and spin) is 0.796 eV. Its net charge is +1. The calculation puts the calculated total energy at -90850.4822 eV.

---

3.
Formula: C7H39NO12
Source: the OMol25 dataset
Level of theory: wB97M-V/def2-TZVPD

Element x y z (Å)
1 C 2.47252 -1.98096 -1.81582
2 C 1.14898 -1.24233 -1.88991
3 C 1.26934 0.10057 -2.65109
4 C -0.14522 0.61307 -3.09275
5 N -1.97195 1.60804 0.00726
6 C -1.22106 1.49734 -1.12571
7 C -1.14270 0.42716 -1.99304
8 C -2.18190 -0.59375 -2.22733
9 H 2.41171 -2.96547 -1.35579
10 H 3.23953 -1.37407 -1.32324
11 H 2.84593 -2.12272 -2.83372
12 H 0.41677 -1.83231 -2.43317
13 H 0.71363 -1.06859 -0.89777
14 H 1.80313 -0.10662 -3.57407
15 H 1.66049 0.77902 -1.89520
16 H -0.03390 1.69256 -3.25480
17 H -0.39206 0.28961 -4.09788
18 H -2.81475 2.20168 -0.02274
19 H -2.28448 0.65528 0.20205
20 H -0.45531 2.25951 -1.25918
21 H -3.20673 -0.24092 -2.07184
22 H -2.16094 -1.39341 -1.46855
23 H -2.07384 -1.09856 -3.18028
24 H 1.43271 1.17143 1.45585
25 H 0.15065 1.43895 0.67123
26 O 0.94425 1.86732 0.99961
27 H 0.42176 -0.95393 1.85990
28 H -0.36876 -2.19197 2.12373
29 O -0.46381 -1.21870 2.18170
30 H -3.69889 0.88752 2.33533
31 H -3.22399 2.01146 3.17738
32 O -3.90213 1.80648 2.52717
33 H -2.48981 3.43925 -3.24324
34 H -3.43307 2.20864 -3.31304
35 O -3.37964 3.15668 -3.47606
36 H -1.61409 -0.56492 3.44836
37 H -1.37871 0.53731 4.35282
38 O -2.12727 -0.02150 4.09455
39 H -1.36196 -4.27521 2.58322
40 H -0.48090 -4.60779 1.37276
41 O -0.85916 -3.87231 1.86675
42 H 3.97976 2.12238 0.46672
43 H 4.55458 0.73686 0.38368
44 O 3.89557 1.31604 -0.05904
45 H -2.06432 -1.76013 0.75297
46 H -2.75688 -0.68633 1.66506
47 O -2.90189 -1.42160 1.07153
48 H 5.96076 -1.15557 0.70980
49 H 5.69493 -0.29157 2.02633
50 O 5.32727 -0.61801 1.19396
51 H -5.21387 1.13372 -0.80391
52 H -4.75032 2.47642 -1.59933
53 O -4.48936 1.70166 -1.08458
54 H 4.76087 1.46381 3.65191
55 H 3.73216 0.51359 3.17417
56 O 4.56066 0.51851 3.66822
57 H 2.99819 -1.23041 1.94031
58 H 2.43974 -0.83203 0.57319
59 O 2.20779 -0.91016 1.50558

Cartesian forces (eV/Å) of the 3 atoms listed first:
0.272 0.249 -0.364
-0.286 0.132 -0.487
-1.280 -1.091 0.911

The value obtained for the max |F| is 2.62 eV Å⁻¹. As for the spin multiplicity: 2. The energy relative to the best compared isomer or geometry (same formula, charge and spin) is 0.000 eV. Its net charge is +1. The calculation puts the calculated total energy at -33944.4164 eV.

---

4.
Formula: H10O5
Source: the OMol25 dataset
Level of theory: wB97M-V/def2-TZVPD

Element x y z (Å)
1 O 1.32644 -1.20456 -0.53418
2 H 2.04214 -1.01780 -1.14174
3 H 1.64541 -1.93567 -0.00507
4 O -2.43320 0.54921 0.09495
5 H -3.14659 0.19317 -0.43470
6 H -2.59549 0.21007 0.97522
7 O 0.27102 1.21001 0.45241
8 H -0.67763 1.29478 0.35703
9 H 0.48776 0.40209 -0.01291
10 O 0.23495 -1.47511 -3.37220
11 H -0.64183 -1.82662 -3.21746
12 H 0.46046 -1.02556 -2.55779
13 O 1.12903 1.88144 3.28352
14 H 0.78673 1.72054 2.40422
15 H 1.11078 1.02407 3.70875

Cartesian forces (eV/Å) of the 3 atoms listed first:
-0.372 0.656 0.119
0.430 0.012 -0.280
-0.033 -0.349 0.204

The value obtained for the max |F| is 2.01 eV Å⁻¹. As for the spin multiplicity: 2. The energy relative to the best compared isomer or geometry (same formula, charge and spin) is 1.138 eV. Its net charge is +1. The calculation puts the calculated total energy at -10388.6858 eV.

---

Question: What is the formula in the fourth record?
Answer: H10O5